No. 1
{"formula": "C21H22Cl2MnN7O3S2", "method": "ωB97M-V/def2-TZVPD", "species": ["Mn", "N", "C", "S", "N", "N", "C", "C", "C", "C", "C", "C", "C", "O", "H", "H", "H", "H", "H", "H", "H", "O", "N", "N", "O", "C", "C", "C", "C", "C", "C", "H", "H", "H", "H", "H", "Cl", "C", "Cl", "H", "H", "C", "C", "C", "C", "N", "C", "S", "N", "C", "H", "H", "H", "H", "H", "H", "H", "H"], "coordinates": [[-0.674540, 0.528319, 1.443760], [2.745263, -1.225765, 3.830352], [1.850895, -0.638971, 2.967950], [1.038145, 0.768203, 3.567313], [1.804484, -1.129496, 1.766202], [1.030200, -0.494670, 0.853750], [1.052672, -0.962776, -0.373828], [0.382363, -0.334128, -1.460556], [0.399403, -0.923321, -2.734229], [-0.201794, -0.322935, -3.818109], [-0.848048, 0.901581, -3.661253], [-0.916597, 1.498637, -2.422314], [-0.326673, 0.908667, -1.287856], [-0.413626, 1.481143, -0.131870], [2.601103, -1.016498, 4.804801], [2.984361, -2.178485, 3.604714], [1.621475, -1.872242, -0.561772], [0.882423, -1.883711, -2.851276], [-0.183210, -0.799634, -4.789224], [-1.312933, 1.380968, -4.514320], [-1.421592, 2.442040, -2.284396], [-1.251800, -0.944007, 2.642734], [-1.631863, -2.060725, 2.056232], [-2.151912, -1.867507, 0.870913], [-2.239276, -0.641047, 0.378898], [-2.581856, -2.924352, 0.099240], [-2.667938, -4.216622, 0.637331], [-3.113419, -5.253528, -0.150350], [-3.461426, -5.037446, -1.479292], [-3.381029, -3.754593, -2.009834], [-2.948106, -2.702103, -1.235870], [-2.385582, -4.367184, 1.665620], [-3.205473, -6.242351, 0.278600], [-3.785047, -5.862189, -2.098339], [-3.665854, -3.570893, -3.036113], [-2.869000, -1.700788, -1.629099], [-2.254364, 2.235983, 2.292983], [-3.729145, 1.256779, 2.450441], [-5.150823, 2.152032, 1.925460], [-3.855350, 0.992708, 3.499199], [-3.620187, 0.386071, 1.801193], [4.079606, 1.493476, 1.691588], [3.185370, 2.305527, 0.822357], [3.413232, 2.542468, -0.508305], [2.506955, 3.370067, -1.208555], [1.495254, 3.958845, -0.612498], [1.262394, 3.727946, 0.680520], [0.055974, 4.491541, 1.517714], [2.100399, 2.875976, 1.388793], [2.673529, 3.625236, -2.672490], [4.959532, 1.167668, 1.144320], [3.547809, 0.617381, 2.054946], [4.382060, 2.071882, 2.563390], [4.265400, 2.103026, -1.000038], [1.820302, 2.604399, 2.335227], [3.725762, 3.730476, -2.934330], [2.124356, 4.523856, -2.940028], [2.257740, 2.785063, -3.230397]], "atomic_forces_ev_per_a": [[0.6740, -1.1040, 0.8301], [0.1422, -0.2834, 0.1368], [-0.4055, 0.7307, -0.4074], [-0.6027, 0.2359, -0.4626], [0.8993, -1.1163, 0.1507], [-1.4622, -0.5139, -1.2785], [0.4783, 0.2515, 1.9199], [-0.8926, 0.6053, -0.6638], [-0.0116, 0.0950, 0.2927], [0.0459, -0.2490, -0.3440], [-0.0310, 0.0793, 0.2787], [0.0928, 0.1487, -0.2153], [0.6046, -0.5872, 0.4274], [-0.2792, 1.5268, -1.1028], [-0.0764, -0.0569, -0.0947], [0.0372, -0.0271, -0.0008], [0.2715, 0.0872, -0.0176], [0.1404, -0.1091, -0.0285], [0.0471, -0.0527, -0.0192], [-0.0239, 0.0059, -0.0141], [-0.0561, 0.1148, 0.0830], [-0.9610, -2.4345, -0.7196], [-0.1709, 1.6017, -0.0984], [1.4232, 2.2894, 2.0212], [0.6061, 0.0017, 0.2541], [-0.6631, -1.7876, -1.0569], [0.0745, 0.6399, 0.0271], [-0.0972, -0.1743, -0.2500], [0.0153, 0.1370, -0.0335], [-0.1084, -0.5026, -0.0261], [0.3274, 0.4582, 0.7571], [0.0010, -0.0747, 0.1074], [0.0648, -0.0512, -0.0087], [-0.0758, -0.0402, -0.0107], [0.0273, -0.0119, -0.0716], [0.0149, 0.0763, -0.0130], [-0.1505, -0.2123, -0.1327], [0.1575, -0.3292, 0.1090], [-0.3439, 0.2029, -0.0508], [0.0525, -0.0019, -0.2041], [0.0825, 0.1944, 0.1855], [-0.0806, -0.1052, 0.0505], [-0.2306, 0.2247, -0.1325], [-0.0134, -0.0117, 0.0250], [-0.0586, -0.0446, 0.4593], [0.3286, -0.0473, -1.1220], [-0.0353, -0.0459, 1.2818], [-0.4091, 0.2812, 0.3413], [0.3546, 0.0336, -0.8198], [-0.0049, 0.0104, 0.0458], [0.0433, 0.0326, -0.0619], [0.0674, -0.0333, -0.0265], [0.0418, 0.0361, 0.0329], [0.0908, -0.0438, -0.0367], [0.0193, 0.0197, -0.1456], [0.0333, -0.0197, -0.0563], [-0.0035, 0.0100, -0.0438], [-0.0118, -0.0592, -0.0468]], "energy_ha": -4290.199285, "e_homo_ev": [-4.20, -4.18], "relative_energy_kcal_mol": 22.3, "homo_lumo_gap_ev": [6.8, 6.8], "total_charge": -1, "spin_multiplicity": 2, "max_force_ev_per_a": 3.37}


No. 2
{"formula": "C21H22Cl3F3N4NiO2SeSi", "method": "ωB97M-V/def2-TZVPD", "species": ["Ni", "F", "C", "F", "F", "C", "C", "C", "N", "C", "C", "H", "H", "H", "H", "Se", "C", "Si", "C", "C", "N", "C", "C", "C", "C", "C", "C", "H", "H", "H", "H", "H", "H", "H", "H", "H", "H", "H", "H", "H", "H", "Cl", "C", "Cl", "Cl", "C", "N", "O", "C", "C", "C", "C", "O", "N", "H", "H", "H", "H"], "coordinates": [[-0.651478, -1.209135, -0.906727], [-5.344131, 3.705585, -1.336765], [-5.203287, 2.837560, -0.304635], [-5.118721, 3.604847, 0.797049], [-6.397563, 2.206897, -0.220533], [-4.059835, 1.893793, -0.471035], [-2.883152, 2.028945, 0.257458], [-1.877419, 1.094793, 0.074178], [-1.997512, 0.041504, -0.734187], [-3.095328, -0.036905, -1.492827], [-4.146016, 0.852524, -1.395608], [-2.746554, 2.846475, 0.946302], [-0.961180, 1.156792, 0.637106], [-3.162336, -0.870867, -2.178832], [-5.026102, 0.726785, -2.005918], [-2.316650, -2.996623, -0.758488], [-0.484521, 0.991781, 3.434314], [-0.306000, -0.716606, 2.516519], [0.531962, -1.826405, 3.844066], [-2.096024, -1.352327, 2.375281], [0.522379, -0.630471, 1.009162], [1.816101, -0.216494, 0.926053], [2.538648, -0.272766, -0.283783], [3.836189, 0.172537, -0.391062], [4.499826, 0.715007, 0.698182], [3.822449, 0.780070, 1.904161], [2.525567, 0.330938, 2.016405], [-1.372924, 1.016455, 4.057572], [-0.545025, 1.826162, 2.742793], [0.363874, 1.177531, 4.086960], [-0.053081, -1.862235, 4.758071], [1.518771, -1.458408, 4.102667], [0.653611, -2.843218, 3.487138], [-2.545680, -1.435750, 3.358973], [-2.119214, -2.334922, 1.919198], [-2.726377, -0.696646, 1.786403], [2.068120, -0.690398, -1.155532], [4.337496, 0.096622, -1.347477], [5.520253, 1.064916, 0.609841], [4.320856, 1.191076, 2.775672], [2.038792, 0.400774, 2.970874], [3.264153, -4.265528, 0.313702], [2.571895, -3.914178, -1.234134], [3.717767, -3.622057, -2.485689], [1.876997, -6.109951, -1.906927], [1.476231, -3.101976, -1.190990], [0.481549, -2.490318, -1.133880], [-0.474538, 2.262988, -1.605862], [0.234958, 1.524747, -2.276725], [1.375713, 2.080707, -3.149175], [1.874090, 0.865265, -3.899732], [0.972473, -0.269440, -3.382905], [1.002855, -1.399626, -3.817020], [0.135543, 0.188599, -2.411443], [2.118942, 2.512677, -2.475264], [1.004869, 2.875745, -3.800128], [2.907923, 0.604711, -3.668765], [1.779795, 0.947441, -4.984053]], "atomic_forces_ev_per_a": [[-1.1361, 0.9595, 0.3277], [0.2685, -0.1634, -0.1053], [-0.6429, 0.5395, 0.0076], [0.2650, -0.0874, 0.1203], [0.1366, -0.2561, -0.0175], [0.6977, -0.3479, -0.0093], [-0.7519, 0.0560, -0.2650], [-0.0562, -0.0661, 0.1542], [-1.3983, 1.3890, 0.3575], [-0.3240, 0.0051, -0.2313], [0.0033, 0.4249, 0.3064], [0.0515, 0.0035, 0.1068], [0.1068, -0.0720, -0.0661], [0.1709, 0.0197, 0.1106], [-0.0504, -0.0762, -0.0764], [0.0362, -0.1386, 0.0171], [0.1304, -0.5238, -0.2958], [-0.0007, 0.0318, 0.4359], [-0.1785, 0.2838, -0.5070], [0.6727, 0.1155, -0.0972], [-0.9549, -0.1007, 0.2094], [-0.2304, 0.1061, 0.0087], [0.0517, -0.0848, -0.2891], [0.0350, 0.0766, -0.0376], [0.3566, 0.1101, 0.0036], [0.2286, 0.0937, 0.0676], [0.1156, -0.0153, 0.0695], [-0.2979, -0.0907, 0.1259], [0.0120, 0.2074, -0.1858], [0.1927, 0.0482, 0.1035], [-0.2488, 0.0508, 0.2021], [0.2382, 0.0986, 0.0230], [-0.0111, -0.2494, -0.1606], [0.0047, 0.0711, 0.3827], [0.0034, -0.2049, -0.1592], [-0.1622, 0.1283, -0.1660], [-0.0448, 0.0126, 0.0164], [0.0557, -0.0441, -0.0908], [0.0502, 0.0193, 0.0146], [-0.0096, 0.0212, 0.0611], [-0.0998, 0.0619, 0.2497], [0.0602, 0.0015, 0.1882], [1.1119, -0.3895, 0.1951], [0.1505, 0.2207, -0.2087], [-0.2360, -0.5048, -0.1183], [-2.6338, 1.2371, 0.0536], [3.9515, -2.9852, -0.6230], [0.0405, 0.2487, 0.1400], [0.4286, 0.4164, -0.5972], [-0.0172, 0.0685, 0.1272], [0.0350, -0.1352, -0.0037], [0.1952, 0.2808, -0.4399], [0.1388, -0.1988, -0.1375], [-0.4199, -0.5449, 0.5976], [-0.0333, 0.0058, -0.0231], [-0.0639, -0.0142, 0.1208], [0.0022, -0.0369, -0.0291], [0.0044, -0.0826, 0.0360]], "energy_ha": -7062.446298, "e_homo_ev": [-1.54, -1.84], "relative_energy_kcal_mol": 23.2, "homo_lumo_gap_ev": [5.9, 6.0], "total_charge": -2, "spin_multiplicity": 3, "max_force_ev_per_a": 4.99}


No. 3
{"formula": "C21H22ClN3O4", "method": "ωB97M-V/def2-TZVPD", "species": ["C", "C", "O", "C", "C", "C", "C", "N", "C", "O", "C", "C", "C", "O", "N", "C", "C", "N", "C", "O", "C", "C", "C", "C", "Cl", "C", "C", "C", "C", "H", "H", "H", "H", "H", "H", "H", "H", "H", "H", "H", "H", "H", "H", "H", "H", "H", "H", "H", "H", "H", "H"], "coordinates": [[-7.454066, -0.324933, -0.804622], [-6.140376, -0.251270, -0.042270], [-5.226143, -1.123071, -0.676901], [-3.952845, -1.195202, -0.203915], [-3.469834, -0.514672, 0.907747], [-2.147647, -0.649406, 1.294004], [-1.283738, -1.464228, 0.575576], [0.078325, -1.591777, 0.879703], [0.806804, -0.870509, 1.762184], [0.369448, -0.122393, 2.609891], [2.308281, -1.065026, 1.550936], [2.691801, -0.755256, 0.078856], [3.084719, -2.059005, -0.609112], [2.277055, -2.971123, -0.665046], [4.323578, -2.162289, -1.107627], [5.316106, -1.108436, -1.122634], [5.054608, -0.160494, 0.043805], [3.683171, 0.282849, -0.028685], [3.381745, 1.602024, -0.192097], [4.241550, 2.451788, -0.283858], [1.910103, 1.891437, -0.240916], [1.238030, 2.280824, 0.910091], [-0.129569, 2.487124, 0.885256], [-0.823043, 2.302485, -0.299313], [-2.533249, 2.510763, -0.332143], [-0.161548, 1.949390, -1.465559], [1.205915, 1.748230, -1.432685], [-1.770482, -2.161353, -0.529624], [-3.085627, -2.029630, -0.913069], [-8.186289, 0.332252, -0.344284], [-7.300888, -0.022402, -1.836870], [-7.831275, -1.343861, -0.795031], [-5.751166, 0.776376, -0.054685], [-6.291368, -0.557335, 1.002588], [-4.111047, 0.131271, 1.485807], [-1.782692, -0.112305, 2.152892], [0.590110, -2.241788, 0.284362], [2.836261, -0.387655, 2.222353], [2.572970, -2.092010, 1.809978], [1.790990, -0.413511, -0.444524], [4.537460, -3.026048, -1.587120], [6.309024, -1.555428, -1.037846], [5.262338, -0.552215, -2.067085], [5.695394, 0.720746, -0.016099], [5.225561, -0.677835, 0.994076], [1.778991, 2.407382, 1.834450], [-0.652434, 2.767373, 1.784841], [-0.713058, 1.824088, -2.384000], [1.728439, 1.469973, -2.336757], [-1.104790, -2.803224, -1.088890], [-3.470383, -2.560615, -1.769243]], "atomic_forces_ev_per_a": [[0.4298, -0.0581, 0.1452], [-0.2732, 0.1631, 0.0833], [-0.0442, -0.1098, -0.1637], [0.2806, -0.0436, 0.1050], [-0.4034, -0.1504, -0.2344], [0.2131, -0.0680, 0.0692], [-0.3841, 0.2049, 0.1060], [-0.0020, -0.3693, -0.2565], [0.5977, -0.2540, 0.0145], [-0.1668, 0.1621, 0.2569], [-0.1824, 0.0344, 0.0353], [-0.3041, -0.1944, 0.1344], [0.0105, 0.3717, -0.0062], [-0.3647, -0.2367, 0.0545], [0.3117, -0.3147, -0.2183], [0.1300, 0.4268, 0.1317], [0.3068, 0.0486, -0.2748], [0.2460, -0.2491, -0.1610], [-0.1597, -0.0274, -0.0294], [0.1005, 0.3106, -0.0016], [-0.1303, 0.3142, -0.0172], [0.1639, -0.0164, -0.2187], [-0.1071, 0.0124, -0.1305], [0.2767, 0.0069, 0.0745], [-0.2629, 0.1612, -0.0367], [0.0112, -0.0170, -0.0101], [0.0404, 0.0639, 0.1045], [-0.0095, 0.0760, 0.1091], [-0.1997, 0.1245, 0.0720], [-0.0954, 0.0610, 0.0328], [-0.0289, 0.0454, -0.0992], [-0.0817, -0.0783, 0.0006], [0.0121, -0.1159, 0.0601], [0.0836, 0.0675, -0.0893], [-0.0739, 0.0622, 0.0228], [0.0133, 0.0097, 0.0324], [0.0827, 0.1531, 0.1219], [-0.0855, -0.0374, -0.0391], [-0.0151, 0.0075, 0.0339], [0.2594, -0.2423, 0.1015], [-0.1636, 0.0396, 0.0690], [-0.0721, 0.0371, 0.0033], [0.0930, -0.0139, 0.1313], [-0.0516, -0.1629, 0.0442], [0.0359, 0.0216, -0.0160], [0.0485, -0.0254, 0.1278], [-0.0889, 0.0034, 0.0784], [-0.0754, -0.0056, -0.0620], [0.0433, -0.0526, -0.0936], [0.0699, -0.0753, -0.0893], [-0.0345, -0.0706, -0.1086]], "energy_ha": -1738.924387, "e_homo_ev": -7.75, "relative_energy_kcal_mol": 11.6, "homo_lumo_gap_ev": 8.2, "smiles": "CCOc1ccc(NC(=O)C[C@@H]2C(=O)NCCN2C(=O)c2ccc(Cl)cc2)cc1", "total_charge": 0, "max_force_ev_per_a": 0.65}